{"formula": "C19H40P2Sn", "method": "ωB97M-V/def2-TZVPD", "symbols": ["P", "P", "C", "C", "H", "H", "H", "H", "C", "H", "H", "H", "C", "H", "H", "H", "C", "H", "H", "H", "C", "H", "H", "H", "Sn", "C", "C", "C", "C", "C", "C", "C", "C", "C", "H", "H", "H", "H", "H", "H", "H", "H", "H", "H", "H", "H", "H", "H", "H", "C", "C", "C", "C", "H", "H", "H", "H", "H", "H", "H", "H", "H"], "positions_angstrom": [[-0.085, -3.799, -1.659], [0.412, 3.207, -1.657], [0.271, 0.506, -2.794], [1.172, 1.652, -2.526], [-0.517, 0.707, -3.549], [0.974, -0.216, -3.245], [2.014, 1.297, -1.892], [1.589, 1.872, -3.531], [-1.183, 3.592, -2.516], [-1.754, 4.162, -1.766], [-1.873, 2.766, -2.742], [-1.044, 4.198, -3.424], [1.673, 4.218, -2.463], [1.303, 4.454, -3.464], [2.634, 3.694, -2.507], [1.808, 5.080, -1.809], [-1.330, -4.095, -2.998], [-2.039, -4.929, -2.843], [-0.833, -4.151, -3.984], [-1.953, -3.179, -2.920], [1.401, -3.747, -2.731], [1.660, -2.680, -2.759], [1.229, -4.127, -3.747], [2.267, -4.247, -2.272], [-1.097, -0.908, -1.822], [0.103, 1.706, -5.474], [-1.203, 1.445, -5.241], [-2.083, 0.572, -6.054], [-1.549, -0.860, -6.223], [-0.695, -1.345, -5.069], [0.642, -1.217, -5.107], [1.420, -0.472, -6.142], [0.946, 0.993, -6.467], [0.776, -0.818, -0.561], [0.489, 2.691, -5.174], [-1.733, 2.095, -4.555], [-2.190, 1.014, -7.056], [-3.084, 0.542, -5.598], [-2.405, -1.550, -6.367], [-0.952, -0.924, -7.155], [-1.200, -1.979, -4.331], [1.258, -1.818, -4.443], [1.469, -1.033, -7.098], [2.472, -0.424, -5.810], [1.863, 1.583, -6.637], [0.433, 0.960, -7.444], [0.999, 0.257, -0.416], [1.566, -1.259, -1.184], [0.786, -1.302, 0.431], [-0.199, 2.072, 1.497], [-1.347, 1.046, 1.568], [-2.290, 1.575, 2.672], [-1.975, 0.789, 0.209], [-0.595, 3.060, 1.236], [0.587, 1.824, 0.768], [0.237, 2.195, 2.499], [-0.912, 0.088, 1.906], [-2.577, 2.614, 2.455], [-3.208, 0.987, 2.794], [-1.730, 1.591, 3.619], [-2.982, 0.335, 0.239], [-1.830, 1.636, -0.478]], "forces_ev_per_angstrom": [[-0.31, -0.29, -1.08], [0.76, -1.93, -0.42], [1.67, 0.17, -1.32], [-0.95, 0.50, 0.97], [-0.34, 0.32, -0.09], [-0.77, -0.35, 0.58], [-0.35, 0.40, -0.41], [0.01, 0.30, 0.75], [-0.22, 0.34, 0.03], [0.22, 0.21, -0.38], [0.53, -0.10, 0.12], [-0.15, -0.13, 0.25], [-0.10, 0.86, 0.28], [0.46, 0.40, 0.06], [-0.29, 0.06, 0.01], [0.13, 0.43, -0.60], [-0.09, 0.23, 0.06], [0.53, 0.14, 0.17], [-0.52, -0.07, 0.50], [0.06, -0.87, -0.35], [-0.12, -0.14, 0.32], [0.18, -0.12, -0.06], [0.05, 0.18, 0.40], [-0.27, 0.12, 0.08], [0.37, 0.38, 2.15], [-0.35, 0.83, -0.87], [-0.21, 1.06, -0.45], [-0.39, -0.70, 0.30], [0.01, -0.48, -0.35], [0.38, -0.59, -1.13], [-0.76, -1.12, -0.49], [0.56, 0.35, -0.22], [0.83, -0.27, -0.71], [0.59, 0.11, 0.39], [-0.09, -0.69, 0.61], [0.12, 0.18, -0.12], [-0.06, 0.06, 0.23], [0.29, 0.09, -0.20], [0.46, 0.37, 0.09], [-0.28, -0.01, 0.54], [0.36, 0.29, -0.27], [-0.17, 0.32, 0.13], [-0.19, 0.18, 0.50], [-0.42, 0.03, -0.06], [-0.46, -0.24, 0.00], [-0.05, 0.12, 0.36], [-0.12, -0.76, -0.05], [0.03, 0.22, 0.31], [-0.36, -0.01, -0.50], [0.14, -0.02, 0.18], [1.34, -0.25, -0.57], [-0.69, -0.06, -0.13], [-1.11, 1.20, 1.22], [0.04, -0.19, -0.13], [-0.32, 0.09, 0.48], [0.02, -0.22, -0.36], [-0.28, 0.07, 0.12], [0.05, -0.33, -0.02], [0.26, 0.06, 0.04], [-0.23, -0.15, -0.34], [0.61, -0.02, -0.32], [-0.08, -0.55, -0.22]], "nbo_charge": [1.1387, 0.8097, -0.6954, -0.7608, 0.2933, 0.2397, 0.2560, 0.2601, -0.9708, 0.2621, 0.2213, 0.2455, -0.9338, 0.2260, 0.2475, 0.2563, -1.0357, 0.3122, 0.2577, 0.2641, -1.0443, 0.2690, 0.2677, 0.3056, 1.1182, -0.0863, -0.1313, -0.4607, -0.4530, -0.2139, -0.1629, -0.4635, -0.4863, -1.0899, 0.2294, 0.2195, 0.2649, 0.2312, 0.2468, 0.2269, 0.1875, 0.1945, 0.2598, 0.2329, 0.2471, 0.2488, 0.2352, 0.2029, 0.2510, -0.6037, -0.3340, -0.5879, -0.2256, 0.2168, 0.2056, 0.2362, 0.2371, 0.2220, 0.2255, 0.2452, 0.2202, 0.2024], "max_force_ev_per_a": 2.21, "gap_ev": [3.83, 4.37], "lumo_ev": [-10.00, -9.57], "charge": 2, "e_above_lowest_kcal_mol": 158.8, "homo_energy_ev": [-13.832, -13.940], "mol_weight_da": 449.19}

***

{"formula": "C19H41F6N2O7Pd", "method": "ωB97M-V/def2-TZVPD", "symbols": ["Pd", "C", "O", "O", "C", "F", "F", "F", "C", "C", "H", "H", "H", "H", "H", "H", "C", "O", "O", "C", "F", "F", "F", "C", "C", "H", "H", "H", "H", "H", "H", "C", "C", "C", "O", "H", "H", "H", "H", "H", "H", "H", "C", "C", "C", "O", "C", "N", "H", "H", "H", "H", "H", "H", "H", "H", "H", "H", "H", "C", "C", "C", "O", "C", "N", "H", "H", "H", "H", "H", "H", "H", "H", "H", "H", "H"], "positions_angstrom": [[0.023, 0.608, 0.381], [-3.186, -0.220, -1.114], [-3.003, 0.225, -2.462], [-2.006, -0.034, -0.488], [-4.378, 0.653, -0.558], [-5.579, 0.313, -1.120], [-4.608, 0.402, 0.751], [-4.245, 1.972, -0.739], [-3.829, -0.109, -3.545], [-3.098, 0.290, -4.851], [-3.322, 1.327, -5.102], [-2.018, 0.275, -4.714], [-3.434, -0.364, -5.656], [-4.762, 0.466, -3.564], [-4.136, -1.161, -3.553], [-3.455, -1.283, -1.134], [2.990, 0.407, 2.308], [2.366, -0.606, 3.146], [2.093, 0.910, 1.455], [3.725, 1.389, 3.248], [2.944, 1.836, 4.261], [4.799, 0.811, 3.834], [4.158, 2.462, 2.582], [3.039, -1.837, 3.301], [2.079, -2.766, 4.058], [1.441, -3.172, 3.275], [2.581, -3.475, 4.714], [1.491, -2.157, 4.745], [4.000, -1.673, 3.798], [3.278, -2.366, 2.370], [3.790, -0.145, 1.785], [0.185, 1.573, -3.074], [0.041, 2.776, -2.128], [-1.396, 3.223, -2.133], [0.517, 2.410, -0.857], [1.213, 1.237, -3.237], [-0.102, 1.941, -4.073], [-0.411, 0.667, -2.956], [0.623, 3.623, -2.513], [-1.546, 4.091, -1.488], [-2.111, 2.469, -1.795], [-1.705, 3.398, -3.170], [-1.122, -0.368, 4.574], [-1.284, 0.132, 3.125], [-0.806, 1.588, 3.106], [-0.870, 2.146, 1.780], [-2.041, 2.877, 1.565], [-0.423, -0.626, 2.258], [-0.068, -0.335, 4.841], [-1.631, -1.329, 4.647], [-1.684, 0.315, 5.218], [-2.343, 0.187, 2.865], [0.197, 1.610, 3.541], [-1.411, 2.242, 3.738], [-2.943, 2.280, 1.730], [-1.993, 3.162, 0.514], [-2.167, 3.820, 2.107], [-0.568, -1.628, 2.252], [0.553, -0.496, 2.534], [1.740, -3.295, -0.223], [2.001, -1.996, -0.916], [2.553, -2.231, -2.317], [2.570, -1.098, -3.108], [3.013, -1.277, -4.429], [0.701, -1.240, -0.931], [2.625, -3.935, -0.201], [0.898, -3.849, -0.647], [1.415, -3.121, 0.805], [2.641, -1.360, -0.299], [1.870, -2.963, -2.776], [3.537, -2.700, -2.181], [2.446, -2.108, -4.867], [4.069, -1.546, -4.331], [2.841, -0.411, -5.062], [-0.080, -1.892, -0.992], [0.719, -0.941, -1.908]], "forces_ev_per_angstrom": [[0.31, 0.67, -1.53], [2.10, 1.21, 0.26], [0.10, 0.24, -0.82], [-1.66, -0.37, 0.18], [-0.33, -1.02, 0.13], [0.20, 0.01, -0.56], [0.52, 0.39, 0.34], [0.16, -0.30, 0.25], [-0.13, 0.48, -0.52], [-0.21, 0.00, 0.69], [-0.16, -0.03, -0.06], [0.01, -0.44, -0.05], [0.21, 0.08, -0.17], [-0.16, -0.03, 0.39], [0.29, -0.22, 0.12], [-0.76, -0.22, 0.07], [-1.19, -0.59, -2.05], [0.04, -0.33, 0.44], [0.85, 0.24, 1.27], [-0.93, 0.33, -0.08], [0.05, -0.01, -0.11], [0.13, -0.11, 0.00], [0.19, -0.03, 0.07], [0.15, -0.25, 0.63], [0.36, 1.06, 0.14], [-0.26, -0.57, 0.52], [0.04, -0.46, -0.55], [-0.20, 0.05, -0.16], [-0.06, -0.10, 0.28], [-0.01, 0.52, -0.43], [0.53, 0.03, -0.07], [0.47, 0.55, -1.99], [0.18, -2.37, 1.52], [-1.04, -0.06, -0.08], [-0.32, 0.01, 0.11], [0.19, 0.21, 0.52], [-0.10, -0.10, -0.20], [-0.38, 0.36, 0.87], [0.39, -0.06, -0.13], [0.09, 0.26, -0.28], [0.47, -0.27, 0.18], [-0.05, 0.56, 0.02], [-1.23, 0.79, -0.47], [0.22, 0.87, 1.52], [-0.19, 0.19, -0.20], [0.77, -0.04, 1.69], [-0.82, 0.29, -1.40], [0.41, -0.14, -0.99], [-0.03, -0.41, 0.15], [0.56, -0.28, 0.25], [0.14, -0.04, 0.25], [0.08, -0.72, -0.52], [0.33, 0.25, -0.67], [-0.22, -0.31, 0.21], [0.07, -0.13, -0.03], [-0.18, -0.18, 0.01], [0.63, -0.16, 0.54], [-0.50, 0.06, -0.03], [0.01, 0.01, 0.23], [0.10, -0.73, 0.73], [-1.06, 1.12, 0.68], [-0.39, -0.94, 0.34], [-0.41, 1.58, 0.33], [0.05, -1.18, 0.62], [0.60, -0.31, -1.72], [-0.07, -0.09, 0.04], [0.19, -0.02, -0.45], [0.27, 0.17, 0.08], [0.39, -0.12, -0.24], [0.16, -0.29, -0.15], [0.18, 0.04, -0.31], [0.19, -0.12, -0.21], [0.12, 0.05, -0.75], [0.09, 0.30, 0.46], [-0.12, -0.01, 0.56], [-0.44, 1.17, 0.28]], "lowdin_spin": [1.5420, 0.0105, -0.0001, 0.0415, -0.0001, 0.0004, -0.0001, -0.0001, 0.0001, 0.0000, 0.0000, 0.0000, 0.0000, 0.0000, 0.0001, 0.0012, 0.0090, -0.0001, 0.0425, 0.0022, 0.0001, 0.0012, 0.0001, -0.0001, 0.0003, 0.0001, 0.0000, 0.0001, 0.0000, 0.0000, -0.0001, 0.0003, 0.0136, -0.0005, 0.1550, -0.0001, -0.0004, -0.0003, 0.0072, -0.0001, -0.0002, -0.0002, 0.0037, 0.0032, 0.0012, 0.0443, 0.0042, 0.0483, 0.0001, 0.0001, 0.0008, 0.0001, 0.0000, 0.0010, 0.0000, 0.0001, 0.0017, 0.0017, -0.0002, 0.0007, 0.0048, 0.0023, 0.0000, 0.0001, 0.0548, 0.0002, 0.0001, 0.0000, 0.0002, 0.0002, 0.0005, 0.0000, 0.0000, 0.0000, 0.0012, -0.0001], "multiplicity": 3, "max_force_ev_per_a": 2.82, "gap_ev": [6.72, 6.56], "lumo_ev": [2.55, 2.54], "charge": -1, "e_above_lowest_kcal_mol": 0.0, "s_squared": 2.00, "homo_energy_ev": [-4.170, -4.019], "mol_weight_da": 629.95}

***

{"formula": "C19H41N2O7S3", "method": "ωB97M-V/def2-TZVPD", "symbols": ["O", "S", "O", "O", "C", "C", "C", "S", "C", "S", "N", "C", "C", "N", "C", "H", "H", "H", "H", "H", "H", "H", "H", "H", "C", "C", "C", "O", "H", "H", "H", "H", "H", "H", "H", "H", "C", "C", "C", "O", "H", "H", "H", "H", "H", "H", "H", "H", "C", "C", "C", "O", "H", "H", "H", "H", "H", "H", "H", "H", "C", "C", "C", "O", "H", "H", "H", "H", "H", "H", "H", "H"], "positions_angstrom": [[-6.913, -1.031, 2.440], [-6.923, -2.186, 3.334], [-8.216, -2.857, 3.416], [-6.315, -1.937, 4.637], [-5.837, -3.405, 2.526], [-4.845, -4.074, 3.470], [-3.498, -3.369, 3.660], [-2.673, -2.827, 2.158], [-2.987, -1.123, 2.032], [-3.864, -0.209, 3.019], [-2.357, -0.611, 0.860], [-1.392, 0.370, 0.857], [-1.085, 0.582, -0.451], [-1.844, -0.237, -1.261], [-2.587, -0.935, -0.444], [-5.369, -2.939, 1.657], [-6.528, -4.159, 2.146], [-5.329, -4.091, 4.451], [-4.659, -5.109, 3.179], [-2.787, -4.095, 4.068], [-3.568, -2.555, 4.383], [-1.015, 0.820, 1.761], [-0.374, 1.293, -0.845], [-3.318, -1.678, -0.724], [-2.206, -8.816, 3.957], [-3.559, -8.170, 4.217], [-4.687, -9.189, 4.170], [-3.798, -7.120, 3.284], [-2.188, -9.268, 2.961], [-1.413, -8.070, 3.999], [-1.992, -9.596, 4.691], [-3.549, -7.684, 5.194], [-4.738, -9.650, 3.180], [-5.644, -8.704, 4.362], [-4.540, -9.978, 4.909], [-3.819, -7.503, 2.400], [3.774, 2.962, -1.062], [2.719, 2.690, -2.124], [2.700, 3.781, -3.183], [1.429, 2.565, -1.531], [3.566, 3.905, -0.551], [3.771, 2.172, -0.310], [4.772, 3.023, -1.501], [2.916, 1.724, -2.592], [2.450, 4.743, -2.732], [1.938, 3.567, -3.933], [3.666, 3.872, -3.683], [1.218, 3.406, -1.109], [-0.198, 8.745, -3.087], [0.820, 7.840, -3.764], [0.636, 7.821, -5.274], [0.744, 6.518, -3.237], [-1.212, 8.384, -3.281], [-0.048, 8.748, -2.008], [-0.124, 9.770, -3.453], [1.828, 8.185, -3.525], [-0.354, 7.434, -5.528], [1.377, 7.172, -5.741], [0.732, 8.822, -5.698], [-0.135, 6.172, -3.427], [7.612, 2.098, -3.120], [8.328, 1.739, -1.826], [8.940, 0.348, -1.893], [7.437, 1.841, -0.719], [6.793, 1.397, -3.304], [7.185, 3.099, -3.054], [8.291, 2.063, -3.973], [9.113, 2.472, -1.629], [8.158, -0.401, -2.045], [9.451, 0.110, -0.960], [9.655, 0.267, -2.713], [6.723, 1.208, -0.856]], "forces_ev_per_angstrom": [[0.04, 0.03, 0.03], [-0.06, 0.03, -0.16], [-0.01, -0.03, 0.02], [0.08, 0.06, 0.13], [-0.20, -0.28, -0.04], [-0.16, 0.15, -0.05], [-0.09, -0.32, 0.42], [0.27, -0.11, -0.16], [-0.40, -0.04, 0.13], [0.16, 0.07, 0.04], [0.21, 0.15, 0.13], [0.05, 0.17, -0.13], [-0.01, 0.11, -0.01], [0.02, 0.06, 0.00], [0.02, -0.18, -0.06], [0.07, 0.11, 0.12], [0.03, 0.05, -0.02], [0.15, -0.13, 0.04], [-0.06, 0.23, -0.11], [-0.03, 0.05, 0.01], [-0.04, 0.23, -0.33], [-0.15, -0.10, 0.02], [-0.04, -0.21, -0.06], [0.01, 0.03, 0.05], [0.06, 0.09, 0.02], [0.00, -0.21, -0.18], [-0.08, 0.07, 0.04], [0.13, -0.13, 0.09], [-0.03, -0.05, 0.02], [-0.01, 0.01, 0.02], [-0.01, -0.01, -0.01], [-0.01, 0.06, -0.01], [0.04, -0.04, 0.01], [0.01, 0.01, 0.02], [0.01, -0.01, -0.01], [-0.01, 0.02, -0.01], [0.00, -0.15, 0.05], [0.06, 0.31, 0.04], [-0.02, -0.08, -0.07], [0.06, -0.08, 0.00], [0.02, 0.04, -0.06], [0.00, -0.01, -0.02], [0.01, 0.03, 0.02], [-0.08, -0.04, 0.02], [0.04, 0.03, -0.01], [0.01, -0.02, -0.01], [0.01, -0.01, 0.02], [-0.02, 0.01, -0.02], [0.05, -0.01, 0.10], [-0.27, 0.03, -0.11], [0.10, -0.07, -0.02], [0.09, 0.07, 0.04], [0.00, 0.02, -0.05], [0.02, 0.01, 0.00], [-0.01, 0.00, -0.01], [0.03, -0.05, 0.03], [-0.03, 0.05, 0.01], [0.01, 0.01, 0.01], [-0.01, 0.01, 0.00], [0.00, -0.03, 0.02], [-0.02, 0.11, 0.03], [-0.14, -0.20, -0.17], [0.05, 0.01, 0.10], [0.09, 0.08, 0.04], [0.03, -0.04, -0.02], [0.02, 0.01, 0.00], [0.00, -0.02, 0.00], [-0.02, 0.02, 0.05], [0.00, 0.01, -0.06], [0.01, 0.02, 0.00], [-0.01, 0.00, -0.01], [-0.03, 0.01, 0.03]], "mulliken_charge": [-0.6851, 1.2097, -0.7388, -0.6966, -0.9040, 0.0685, -0.7373, -0.0723, 0.0334, -0.1153, 0.1644, -0.2538, -0.5048, -0.6838, 0.1060, 0.2403, 0.4000, 0.3391, -0.0537, 0.3603, 0.4468, 0.3912, 0.3895, 0.4019, -1.3228, 0.4775, -1.3365, -0.5022, 0.3450, 0.3158, 0.3870, 0.2440, 0.3399, 0.3266, 0.3867, 0.2694, -1.1417, 0.3288, -1.1110, -0.4758, 0.3530, 0.3164, 0.2318, 0.2464, 0.2170, 0.2955, 0.3874, 0.3093, -1.3052, 0.4291, -1.2964, -0.4464, 0.3530, 0.3258, 0.3691, 0.2435, 0.3496, 0.3085, 0.3801, 0.2944, -1.1840, 0.3650, -1.2715, -0.5372, 0.2933, 0.2731, 0.4198, 0.2830, 0.3288, 0.3178, 0.3652, 0.3486], "max_force_ev_per_a": 0.54, "gap_ev": 6.89, "lumo_ev": 1.95, "charge": -1, "homo_energy_ev": -4.934, "mol_weight_da": 505.75}